Record 1
{
  "formula": "HO2PS",
  "method": "ωB97M-V with the def2-TZVPD basis set",
  "charge": 0,
  "energy_ev": -24235.2161,
  "fmax_ev_per_a": 2.13,
  "smiles": "O=POS",
  "species": ["S", "P", "O", "O", "H"],
  "coordinates": [[-0.4654, -0.6570, -0.3014], [-2.3655, 1.2767, -1.4596], [-1.1048, 0.9028, -0.5278], [-3.0208, 0.0310, -1.9378], [-1.6139, -1.3964, -0.8030]]
}

=====

Record 2
{
  "formula": "HO2RuS",
  "method": "ωB97M-V with the def2-TZVPD basis set",
  "charge": 1,
  "energy_ev": -17515.3480,
  "fmax_ev_per_a": 2.93,
  "spin_multiplicity": 7,
  "species": ["Ru", "S", "O", "O", "H"],
  "coordinates": [[-0.2228, 0.6524, 0.5990], [0.5918, -1.3140, -0.7761], [-1.0259, 2.1959, 1.0823], [1.3721, -0.3650, 0.2973], [-0.7805, 3.0793, 0.8100]]
}

=====

Record 3
{
  "formula": "HO2S2",
  "method": "ωB97M-V with the def2-TZVPD basis set",
  "charge": -1,
  "energy_ev": -25778.4660,
  "fmax_ev_per_a": 0.95,
  "spin_multiplicity": 3,
  "species": ["S", "S", "O", "O", "H"],
  "coordinates": [[-0.0077, -0.0472, 0.1351], [-1.3530, -1.3286, -0.6095], [0.1226, 2.0769, -0.8096], [0.0866, 0.0031, 1.6304], [1.1514, -0.7043, -0.3463]]
}